C21H58F6NO15S2V2 as an isolated structure in a non-equilibrium geometry, computed with ωB97M-V/def2-TZVPD.

As for the expectation value of S²: 15.7583. Its spin multiplicity is 8. The electronic energy is -144263.199 eV. The HOMO energy (spin up / spin down) comes out at -0.1979 / -0.3487 hartree. As for the maximum force: 0.1245 Eh/bohr.

Structure (XYZ):
```
105
Properties=species:S:1:pos:R:3:mulliken_charge:R:1
H -10.832 23.012 -18.905 0.171
O -16.765 20.066 -27.701 -0.540
C -16.650 19.024 -26.732 -0.315
H -19.472 19.623 -21.058 0.383
H -16.044 16.287 -18.791 -0.143
O -14.860 21.875 -21.850 -0.343
S -14.295 20.783 -21.035 -0.866
O -11.196 20.339 -18.773 0.152
H -14.462 19.093 -26.571 0.381
O -11.754 24.480 -21.446 -0.185
F -13.695 18.146 -21.626 -0.017
H -9.916 15.617 -20.929 0.380
C -9.894 19.290 -21.706 -0.539
H -17.240 18.126 -17.709 0.442
C -15.962 24.133 -24.311 -0.995
H -14.897 24.067 -24.531 0.344
H -8.916 18.820 -21.819 0.390
H -15.158 20.172 -25.586 0.115
C -16.153 18.054 -17.707 -0.773
H -11.641 21.591 -12.753 0.335
O -14.274 16.606 -17.746 -0.507
O -11.897 22.064 -23.562 0.072
H -15.249 18.509 -25.027 0.121
H -15.707 18.538 -18.576 0.025
H -17.031 14.485 -20.715 0.353
H -18.662 18.017 -20.926 0.251
H -11.975 20.068 -13.483 0.352
H -13.063 26.733 -21.534 0.453
C -11.444 16.325 -19.722 1.413
F -14.221 22.530 -18.516 -0.162
C -11.838 23.086 -24.478 0.138
H -10.802 23.325 -26.331 0.389
C -18.691 18.972 -21.451 -0.698
H -15.176 14.662 -20.088 0.460
F -12.442 22.396 -17.246 -0.144
H -11.376 25.277 -21.067 0.167
H -12.543 22.166 -14.783 0.183
C -13.216 24.530 -21.378 1.071
H -17.688 25.159 -25.120 0.283
H -10.375 19.358 -22.682 0.121
H -10.911 23.489 -15.615 0.311
H -14.856 15.921 -21.214 -0.382
O -10.667 22.833 -14.959 -0.572
O -9.703 20.560 -21.186 -0.536
H -11.527 14.999 -21.397 0.290
C -13.409 21.648 -17.857 0.649
H -13.550 13.937 -21.943 0.272
H -10.559 18.723 -21.055 -0.115
C -14.599 14.064 -22.213 -1.185
H -16.779 24.142 -26.300 0.317
H -11.089 17.324 -19.467 -0.209
H -12.885 23.260 -24.727 -0.108
S -12.602 20.342 -19.176 -0.971
C -16.707 24.805 -25.438 -0.429
H -10.190 22.116 -25.261 0.345
O -11.091 15.454 -18.659 -0.568
H -13.961 17.206 -18.428 0.125
O -19.725 17.582 -23.111 -0.572
O -13.199 18.975 -19.053 0.383
H -11.369 14.613 -19.030 0.345
O -10.230 22.912 -19.669 -0.727
H -14.641 26.025 -21.399 0.374
H -15.868 18.513 -16.760 0.200
H -14.445 14.612 -23.142 0.293
O -15.252 20.378 -20.028 -0.532
H -11.567 21.716 -26.247 0.366
H -19.232 16.864 -23.515 0.316
O -16.658 14.883 -21.505 -0.491
H -15.033 13.073 -22.343 0.363
O -15.929 25.965 -25.714 -0.545
H -12.500 21.468 -24.012 -0.012
H -13.508 25.992 -19.939 0.401
C -15.643 16.609 -17.831 0.132
H -16.836 19.668 -28.571 0.298
C -14.089 19.252 -22.280 0.484
H -11.356 23.962 -24.043 0.506
H -17.570 19.130 -26.158 0.172
C -10.956 15.884 -21.118 -1.211
C -15.327 19.145 -25.909 -0.589
H -12.526 16.458 -19.759 -0.702
V -9.056 21.225 -19.173 0.167
H -13.622 24.213 -22.339 -0.179
F -15.313 19.052 -22.842 -0.066
N -12.804 21.185 -20.715 1.422
H -16.012 15.891 -17.098 0.434
H -16.023 24.729 -23.400 0.306
H -19.166 19.581 -23.476 0.269
C -11.361 20.961 -13.598 -1.375
C -18.842 18.669 -22.974 0.197
C -11.544 21.739 -14.874 0.471
V -11.037 22.343 -21.501 0.927
H -15.843 26.523 -24.938 0.287
H -16.281 23.121 -24.061 0.291
C -13.621 25.949 -21.022 -1.635
F -14.099 20.960 -17.016 -0.143
H -17.888 18.327 -23.375 -0.112
H -11.457 21.068 -15.729 -0.027
H -11.011 16.501 -22.015 0.269
H -10.363 20.543 -13.474 0.347
H -16.589 18.053 -27.222 0.357
C -11.117 22.521 -25.666 -1.363
C -15.334 14.945 -21.129 0.318
H -13.701 23.896 -20.635 -0.222
F -13.216 19.591 -23.251 -0.137
H -17.761 19.519 -21.304 -0.009
```